[1]
DFT (the ωB97M-V functional and the def2-TZVPD basis) results for a molecular structure, C16H39MgN2O9S4.

XYZ file:
```
71
Properties=species:S:1:pos:R:3:forces:R:3
Mg 1.90515 1.32711 1.80660 -1.7 -0.2 -1.6
N -0.19867 -0.33276 0.31637 -2.1 -0.2 -0.5
O -1.36679 -0.50030 0.59648 -1.4 -0.3 0.0
O 0.24138 -0.47453 -0.79083 0.9 -0.6 -2.9
O 0.55311 0.01296 1.20898 3.1 0.6 3.8
C -4.69082 -1.00236 0.64042 0.3 -1.0 0.1
C -4.95574 0.14460 1.51725 0.6 -2.9 -1.9
N -5.17077 1.03701 2.17125 -0.3 2.2 1.6
H -5.52230 -1.70089 0.54669 -0.7 0.8 -0.4
H -3.99390 -1.74882 1.02147 0.6 0.7 0.6
H -4.27123 -0.70598 -0.32094 -0.4 0.2 0.0
C -0.23529 3.17665 4.24572 0.2 0.2 -0.7
S -0.54854 3.47972 2.50143 -1.0 -1.9 0.1
O 0.58433 2.67259 1.80021 -0.8 1.0 1.1
C -2.12266 2.43725 2.45005 0.6 0.4 -0.8
H -1.14468 3.45120 4.78025 0.4 0.3 0.3
H 0.66366 3.76600 4.42645 -0.3 0.1 0.7
H -0.04492 2.11192 4.38063 -0.1 0.0 -0.1
H -2.90994 3.00667 2.94406 0.2 0.1 0.2
H -2.01891 1.43166 2.85764 0.4 0.2 0.3
H -2.43526 2.31574 1.41293 0.2 0.2 -0.1
C -2.00206 -2.31823 -3.39101 -0.6 -0.6 -0.5
S -0.98623 -1.90602 -4.86617 0.3 1.7 1.9
O -1.45672 -0.53118 -5.35169 0.6 -1.6 0.4
C 0.67504 -1.71893 -4.03622 0.5 0.4 -1.4
H -1.85143 -3.35218 -3.08058 0.7 -0.1 -0.2
H -3.04697 -2.32331 -3.70120 0.0 0.6 -0.1
H -1.76708 -1.64369 -2.56766 0.1 0.2 -0.3
H 1.18771 -2.68000 -4.07652 -0.4 -0.3 0.6
H 0.64438 -1.17920 -3.08972 -0.7 -0.6 0.3
H 1.31592 -1.10543 -4.66946 -0.4 0.1 -0.5
C -0.95199 -2.99784 2.97682 -0.4 1.2 -0.2
S -0.24838 -1.70877 4.08017 -0.3 -2.9 1.3
O -0.65628 -2.20414 5.45082 0.5 1.2 -1.1
C 1.45353 -2.32402 3.91168 0.4 0.5 0.9
H -0.87987 -2.53768 1.99135 -0.2 -0.4 -0.3
H -1.99393 -3.03891 3.29428 0.0 0.0 -0.2
H -0.52082 -3.99786 3.02310 0.3 0.3 0.3
H 2.00651 -1.80033 4.69147 0.2 0.5 -0.2
H 1.91173 -2.17140 2.93451 -0.1 -0.1 -0.1
H 1.51908 -3.34278 4.29367 -0.4 -0.2 -0.5
C 4.48050 3.18842 -0.62997 -0.3 0.0 -1.4
S 3.35026 1.73338 -0.97485 1.3 0.7 -0.7
O 2.12355 1.87910 -0.07564 1.0 0.2 0.1
C 2.79092 2.17856 -2.68124 0.0 1.0 0.9
H 5.20243 3.18717 -1.44662 0.2 -0.5 0.0
H 5.05245 3.15425 0.29728 -0.5 -0.4 0.1
H 4.01188 4.16038 -0.78424 -0.6 -0.2 0.4
H 3.60791 2.57268 -3.28565 0.3 -0.5 0.1
H 2.15307 3.05086 -2.53865 -0.4 -0.2 0.1
H 2.25487 1.37357 -3.18398 0.2 -0.1 0.4
C 3.43038 -1.95832 -0.34950 0.7 0.5 0.7
C 2.79564 -3.22554 -0.74385 -0.6 -0.2 -0.1
O 3.23305 -3.81722 -1.69484 -0.1 -0.5 -0.5
C 1.54868 -3.66412 -0.01824 0.3 -0.6 -0.5
H 2.81085 -1.41151 0.36133 -0.1 0.4 -0.3
H 3.72667 -1.43736 -1.25995 -0.2 0.3 0.2
H 4.35634 -2.20873 0.16818 0.2 0.0 0.1
H 0.76802 -2.94567 -0.26822 -0.1 0.0 0.2
H 1.67398 -3.72738 1.06268 0.0 0.1 0.0
H 1.31242 -4.64467 -0.43150 -0.3 0.0 0.2
C -2.51682 1.39810 -2.32043 -0.4 0.3 0.1
C -2.14899 2.85158 -2.15326 -1.1 2.8 0.3
O -2.85115 3.82986 -2.45946 1.2 -2.8 0.4
C -0.78724 3.08264 -1.55655 0.3 -0.5 -0.5
H -2.94348 0.99464 -1.40213 -0.3 0.3 0.2
H -1.60994 0.79957 -2.40664 0.0 0.0 -0.6
H -3.26821 1.33679 -3.10768 0.3 -0.4 -0.1
H -0.56310 4.11723 -1.29680 -0.3 -0.2 0.1
H -0.12665 2.77297 -2.36638 0.4 0.2 -0.2
H -0.53754 2.35553 -0.78386 -0.1 0.2 0.4
```
Forces are in eV/Å.

The expectation value of S² is 0.76. As for the orbital gap (spin up / spin down): 5.971 / 3.360 eV. The HOMO energy (spin up / spin down) is -13.44 / -13.44 eV. As for the charge: +2. The spin multiplicity is 2.

Here are the Mulliken charges for atoms 1 to 4, given in e:
1. Mg 0.870
2. N 0.263
3. O -0.368
4. O -0.303

=====

[2]
DFT (the ωB97M-V functional and the def2-TZVPD basis) results for a molecular structure, C16H15ClIrTe.

XYZ file:
```
34
Properties=species:S:1:pos:R:3:forces:R:3
C -2.64123 -0.98033 -1.41448 -0.8 0.6 -0.7
C -1.84911 -1.09616 -2.57589 -0.4 -0.3 -0.2
C -1.37617 0.18285 -2.96761 -1.3 0.4 -1.1
H -1.65042 -2.00985 -3.13631 0.2 0.2 0.5
C -2.04894 1.20733 -2.17626 -0.6 -1.7 0.2
C -2.76437 0.45579 -1.10469 -2.3 -0.4 -2.6
H -3.24511 0.86575 -0.25515 -1.3 0.3 0.1
H -3.11567 -1.78337 -0.83698 0.4 0.5 -0.3
H -0.74067 0.35120 -3.86007 -0.5 0.0 1.0
H -2.03247 2.28615 -2.33422 0.1 -0.4 0.2
Ir -0.88122 0.41431 -0.57206 5.4 -1.4 0.7
Cl -0.00155 -1.46199 0.47313 -0.4 -0.7 0.3
C 2.12353 -0.12744 -1.33378 -1.1 -0.2 1.5
C 1.34122 0.94448 -1.95448 3.4 0.5 -1.5
C 1.70045 0.79649 -3.41526 -0.3 -1.3 0.3
H 1.22979 1.97949 -1.55544 -0.1 -1.1 -0.2
C 2.35566 -0.41683 -3.61994 -1.1 1.3 0.2
C 2.51192 -1.03911 -2.28682 0.3 0.6 0.1
H 2.88778 -2.04907 -2.11298 0.1 0.5 0.0
H 2.16253 -0.22827 -0.21199 0.1 -0.2 -1.6
H 1.42776 1.54969 -4.14528 0.1 -0.2 -0.1
H 2.71293 -0.85484 -4.57804 -0.4 0.5 0.9
Te -0.49917 2.08645 1.11229 1.0 2.1 3.0
C -0.05307 0.93000 2.90497 -0.8 0.5 -0.2
C -1.08900 0.05478 3.29187 1.1 0.2 -0.1
C -0.80105 -0.90327 4.25486 0.1 0.2 0.1
C 0.46869 -0.93357 4.85113 -0.1 0.4 0.0
C 1.42659 0.04915 4.56186 -0.2 0.1 0.0
C 1.16592 1.02511 3.59121 -1.2 -1.0 -0.2
H -2.06655 0.11559 2.81630 0.3 -0.2 0.0
H -1.58263 -1.61414 4.52685 0.4 0.1 0.1
H 0.68486 -1.69639 5.59163 0.0 0.1 -0.1
H 2.38120 0.08816 5.09759 -0.4 -0.2 -0.2
H 1.85756 1.81189 3.37404 0.4 0.2 -0.2
```
Forces are in eV/Å.

The expectation value of S² is 8.79. As for the orbital gap (spin up / spin down): 6.543 / 5.293 eV. The HOMO energy (spin up / spin down) is -6.20 / -7.76 eV. The spin multiplicity is 6.

Here are the Mulliken charges for atoms 1 to 4, given in e:
1. C -0.752
2. C -0.257
3. C -0.477
4. H 0.418

=====

[3]
DFT (the ωB97M-V functional and the def2-TZVPD basis) results for 2 unconnected molecules or ions with the total composition C2H4N2O2.

XYZ file:
```
10
Properties=species:S:1:pos:R:3:forces:R:3
C -0.15919 -0.88165 -0.04162 4.8 -0.1 0.9
C 1.43937 0.71398 -0.03704 1.3 -2.7 2.8
N -1.28425 -0.26644 -0.44735 -2.6 0.2 1.0
N -2.21512 -0.05076 0.46061 2.1 -0.7 -2.0
O -3.21073 0.55956 -0.04476 -1.4 0.7 0.4
O 2.63388 0.19159 -0.14573 -0.4 0.2 0.5
H 0.47553 -1.43077 -0.87275 -1.4 0.8 1.7
H -0.00340 -1.30128 1.06114 -0.5 0.7 -2.1
H 1.16290 1.21561 -0.88413 -1.7 1.5 -2.3
H 1.16101 1.25015 0.95162 0.0 -0.7 -0.9
```
Forces are in eV/Å.

Its energy relative to the best compared isomer or geometry (same formula, charge and spin) is 37.3 kcal per mole. As for the orbital gap (spin up / spin down): 4.636 / 4.638 eV. The HOMO energy (spin up / spin down) is 2.91 / 2.91 eV. As for the charge: -2. The spin multiplicity is 1.

Here are the natural (NBO) charges for atoms 1 to 4, given in e:
1. C -0.428
2. C 0.073
3. N -0.452
4. N 0.007

=====

[4]
DFT (the ωB97M-V functional and the def2-TZVPD basis) results for 4 unconnected molecules or ions with the total composition C44H56Cl2F12NO14P.

XYZ file:
```
130
Properties=species:S:1:pos:R:3:forces:R:3
C -1.44183 3.63668 1.25779 -0.4 -0.4 0.4
C -0.72079 2.44496 0.72560 0.3 0.2 0.0
Cl -1.76506 1.23340 0.04085 0.0 0.0 -0.1
C 0.59763 2.23721 0.73909 -0.5 -0.1 -0.3
Cl 1.63896 3.43166 1.43363 0.1 -0.1 0.1
C 1.19538 0.97845 0.21997 0.5 0.1 0.2
C 1.02839 -0.18129 0.96722 0.0 0.0 0.1
C 1.52515 -1.41366 0.54480 -0.3 -0.4 -0.5
P 1.18382 -2.80171 1.64730 0.7 0.6 1.9
O 1.59407 -2.42303 3.00417 -0.1 0.1 -0.1
O 1.93178 -4.12231 1.15343 -0.5 0.3 -0.5
O -0.37285 -3.12644 1.62837 0.4 -0.5 -1.0
C 2.21222 -1.50202 -0.66587 -0.2 0.3 0.0
O 2.72391 -2.68652 -1.12939 0.0 0.1 -0.1
C 2.38628 -0.33977 -1.41952 0.3 0.0 -0.2
C 1.89344 0.88942 -0.98857 -0.1 -0.2 0.2
C 2.13854 2.07477 -1.88199 -0.1 -0.2 0.1
O 2.44233 3.14090 -1.40787 -0.1 0.1 -0.1
C 2.00613 1.79378 -3.34526 0.0 -0.2 -0.1
C 1.45753 2.70292 -4.25118 0.0 0.3 0.1
C 1.04496 4.06791 -3.73862 0.5 0.4 0.1
C 2.24225 5.04615 -3.61778 0.3 -0.6 -0.3
C 2.61966 5.69722 -4.94905 0.0 -0.1 0.5
C 3.60402 6.82727 -4.76572 -0.7 0.2 0.1
O 3.97996 7.28999 -6.08117 0.7 -0.3 0.1
C 4.84223 8.31751 -6.08318 -0.1 0.5 0.0
O 4.89423 9.18162 -5.25521 0.1 -0.2 0.2
C 1.31483 2.32749 -5.60154 0.2 -0.4 0.0
C 0.68110 3.30199 -6.56942 -0.3 0.3 0.4
C -0.84511 3.59093 -6.33295 -0.6 0.3 -0.6
C -1.50922 2.68557 -5.36526 -1.1 -0.2 -0.2
F -1.81728 3.19812 -4.13662 1.7 -0.4 0.6
C -1.80867 1.36915 -5.57219 0.2 0.9 0.1
F -1.24780 0.35384 -4.93572 -1.2 -0.1 0.9
F -2.72244 0.96338 -6.44032 1.2 -0.5 -1.0
C 1.75526 1.05886 -6.02112 -0.1 0.2 -0.2
C 1.59845 0.59580 -7.46032 -0.4 0.0 -0.1
C 0.82179 -0.73701 -7.60434 0.2 0.2 0.7
C 1.51673 -1.74759 -8.48684 -0.5 0.3 -0.8
F 2.86458 -1.77493 -8.34819 0.0 -0.2 0.1
F 1.30532 -1.35034 -9.78435 0.1 0.0 0.0
C 0.94557 -3.20891 -8.38855 -0.2 0.3 0.6
F -0.06001 -3.21481 -7.47373 0.1 0.0 0.1
F 0.39203 -3.59317 -9.54697 0.2 -0.1 0.0
C 1.95458 -4.27754 -7.90164 -0.2 -0.6 -0.3
F 1.24428 -5.39869 -7.65163 -0.1 0.1 -0.1
F 2.50776 -3.90533 -6.73924 0.0 0.2 -0.1
C 3.08333 -4.65591 -8.93810 0.8 0.3 0.8
F 4.27236 -4.32230 -8.41519 -0.1 0.0 -0.1
F 2.95642 -3.99693 -10.08485 -0.2 -0.3 -0.1
F 3.10630 -5.96613 -9.14283 -0.2 0.1 -0.4
C 2.35885 0.18655 -5.10667 0.5 -0.2 0.2
N 2.82651 -1.07199 -5.56477 -0.5 0.2 -0.1
C 2.47533 0.54506 -3.76586 -0.4 0.2 -0.2
C 3.08689 -0.36038 -2.74377 0.0 0.0 0.0
O 4.05845 -1.04505 -2.96261 -0.1 0.0 0.0
H -2.28612 3.27708 1.85076 -0.1 0.0 -0.1
H -0.81510 4.21172 1.93152 0.1 0.2 -0.2
H -1.85794 4.24980 0.45966 0.1 0.1 -0.1
H 0.48818 -0.12577 1.90776 0.0 0.0 0.0
H 2.87643 -3.96190 1.29749 0.1 -0.3 -0.1
H -0.65435 -3.56364 0.81201 -0.2 0.0 0.1
H 2.00859 -3.25071 -1.44158 0.0 -0.1 0.1
H 0.29947 4.53978 -4.36940 -0.2 -0.1 0.0
H 0.61761 3.96200 -2.74441 -0.2 0.0 0.0
H 3.09373 4.44714 -3.29625 0.1 0.2 0.2
H 2.05841 5.76923 -2.82249 -0.1 0.1 -0.1
H 1.71372 6.06478 -5.43594 0.1 0.1 -0.2
H 3.10543 4.93446 -5.56193 -0.2 0.0 -0.3
H 4.49047 6.49437 -4.22305 0.1 0.0 -0.1
H 3.15817 7.64436 -4.19943 0.0 0.1 0.0
H 5.51889 8.30259 -6.94628 -0.3 -0.1 -0.2
H 1.21849 4.24204 -6.47305 -0.1 0.1 -0.1
H 0.79048 3.00764 -7.60369 0.2 -0.1 0.0
H -0.96645 4.63637 -6.05162 -0.3 0.0 0.1
H -1.35157 3.49069 -7.29928 0.0 0.0 0.0
H 1.02162 1.32641 -8.01166 0.2 0.1 -0.1
H 2.57270 0.55335 -7.94787 0.0 -0.1 0.0
H 0.63977 -1.12087 -6.60731 0.1 -0.3 -0.1
H -0.16318 -0.57179 -8.04062 0.0 0.0 -0.2
H 2.84288 -1.75248 -4.82155 0.4 0.0 0.0
H 3.73920 -1.00254 -5.99337 0.0 -0.2 0.0
C -1.76286 1.24346 7.05305 -0.1 0.0 0.1
O -0.48872 0.65133 7.24044 0.0 0.1 -0.2
C -0.34977 -0.59668 6.57701 0.1 0.1 0.2
C 0.33397 -0.48549 5.23302 -0.1 -0.2 -0.1
O -0.41470 0.29272 4.30456 0.0 0.1 0.1
C 0.01842 1.63866 4.23553 0.0 0.0 -0.1
H -1.68012 2.30182 7.29854 0.0 0.0 0.1
H -2.11549 1.15142 6.02332 0.1 0.0 0.0
H -2.49443 0.78012 7.72403 -0.1 0.0 -0.1
H -1.33023 -1.07388 6.46611 0.0 0.0 0.0
H 0.26436 -1.23128 7.22294 0.0 -0.1 0.0
H 0.42919 -1.48410 4.80401 0.1 0.0 0.0
H 1.34302 -0.07690 5.34324 0.0 0.0 0.0
H 0.90913 1.72291 3.60439 0.0 0.0 0.1
H 0.24420 2.04730 5.22255 0.0 0.0 0.0
H -0.78486 2.22484 3.78755 0.0 0.0 0.0
C -2.55218 0.13876 10.51986 0.1 0.1 -0.1
O -3.63703 -0.41694 9.79364 0.0 -0.1 0.2
C -3.38300 -1.72734 9.31427 -0.1 0.2 -0.1
C -3.95803 -2.79847 10.21776 0.1 -0.2 0.1
O -3.36521 -2.80082 11.50446 0.0 0.2 0.0
C -4.11709 -2.09482 12.47552 0.0 -0.1 0.1
H -2.93451 0.96703 11.11496 -0.1 0.0 -0.1
H -2.08587 -0.58566 11.19012 -0.1 -0.1 0.0
H -1.79513 0.52243 9.82800 0.1 0.0 0.1
H -2.30725 -1.88017 9.17502 0.0 0.0 0.0
H -3.86506 -1.80725 8.33422 0.0 0.0 0.0
H -3.75197 -3.77556 9.76968 0.0 0.0 0.0
H -5.04474 -2.68839 10.29608 0.0 0.1 0.0
H -4.93760 -2.71778 12.84830 0.0 0.0 0.0
H -4.52658 -1.16371 12.07920 0.0 0.0 0.0
H -3.45069 -1.86170 13.30463 0.0 0.0 0.0
C -2.45058 -2.87220 4.09781 -0.1 0.2 0.1
O -3.64696 -3.38195 3.52232 0.0 -0.1 0.1
C -3.51073 -4.69617 3.01578 -0.2 0.2 -0.1
C -4.00246 -5.74480 3.99316 0.1 -0.2 0.0
O -3.24226 -5.77020 5.18856 0.0 0.2 0.0
C -3.82433 -5.03162 6.24750 0.0 -0.1 0.1
H -2.72325 -2.04019 4.74675 -0.1 0.0 0.0
H -1.93088 -3.62622 4.69333 0.0 0.0 0.0
H -1.78472 -2.50330 3.32046 0.1 0.0 0.0
H -2.46971 -4.89360 2.73724 0.0 0.0 0.1
H -4.12267 -4.75603 2.10942 0.0 0.0 0.0
H -3.89840 -6.73007 3.52827 0.0 0.0 0.0
H -5.06347 -5.58974 4.21527 0.0 0.1 0.0
H -4.61227 -5.61823 6.73316 0.0 0.0 0.0
H -4.24361 -4.08378 5.90381 0.0 0.0 0.0
H -3.04095 -4.82669 6.97651 0.0 0.0 0.0
```
Forces are in eV/Å.

As for the orbital gap: 7.626 eV. As for the SMILES: C/C(Cl)=C(\Cl)c1cc(P(=O)(O)O)c(O)c2c1C(=O)c1c(CCCCOC=O)c(CCC(F)=C(F)F)c(CCC(F)(F)C(F)(F)C(F)(F)C(F)(F)F)c(N)c1C2=O.COCCOC.COCCOC.COCCOC. The HOMO energy is -8.74 eV. The spin multiplicity is 1.

Here are the Mulliken charges for atoms 1 to 4, given in e:
1. C -1.567
2. C 0.550
3. Cl -0.185
4. C 0.575